The following is a quantum chemistry calculation of a cluster of 2 separate species, C4H8N4 in total in a non-equilibrium geometry, from the OMol25 dataset.

Multiplicity   1
Energy   -376.13841 Ha
ΔE to the lowest compared entry with this formula, charge and spin   69.1 kcal per mole
Total charge   0
Maximum force   1.126 eV Å⁻¹

Each line ends with the natural charge from an NBO analysis.
Atoms and positions in Å:
C: 0.228 -0.865 2.006  -0.1295
C: 0.513 0.013 -2.014  -0.6966
N: -1.199 -0.129 -0.295  -0.6467
C: -0.164 0.614 -0.815  0.4683
N: 0.454 0.233 2.657  -0.7181
N: 0.098 1.706 -0.231  -0.7092
C: -1.566 -1.318 -0.729  0.4272
N: -1.910 -2.334 -1.131  -0.3573
H: -1.581 0.180 0.587  0.4464
H: 1.185 -1.292 1.639  0.1060
H: 1.374 0.675 2.831  0.3643
H: -0.321 0.713 3.083  0.3800
H: 0.844 2.243 -0.659  0.3490
H: 1.200 -0.767 -1.688  0.2420
H: -0.220 -0.445 -2.677  0.2431
H: 1.065 0.773 -2.563  0.2311